Density functional theory data (ωB97M-V/def2-TZVPD) for 6 unconnected molecules or ions with the total composition C17H37Cl4O10P in a non-equilibrium geometry.

As for the spin multiplicity: 2. The charge is +1. The value obtained for the orbital gap (alpha / beta) is 9.076 / 2.990 eV. For the total energy, the calculation gives -98074.32867 eV.

The geometry in XYZ format:
```
69
Properties=species:S:1:pos:R:3:lowdin_spin:R:1
O -1.160 -0.031 -6.070 0.0000
H -3.349 -1.113 1.056 0.0060
H -2.314 -2.463 -6.763 0.0000
O -2.637 -2.028 3.107 0.0615
H 2.450 -0.763 -0.467 0.0039
H -0.140 4.645 3.275 0.0000
H -3.828 -1.839 -6.113 0.0000
O 0.418 2.392 -1.269 0.0000
O -0.832 -2.827 1.873 0.4986
C 1.152 -0.519 4.233 0.0000
H -3.811 -1.952 5.600 0.0003
H -2.129 -1.801 -0.054 -0.0012
O -2.183 -1.146 -4.329 0.0000
H -0.661 4.023 -0.467 0.0000
H -2.328 -2.581 6.409 0.0011
Cl 4.018 -2.541 0.017 0.0622
O 2.628 1.258 -2.182 0.0004
H 0.374 -1.388 -3.817 0.0001
H -1.325 0.563 -3.476 0.0000
H -0.507 -2.220 -2.479 -0.0002
H 0.687 -0.825 5.170 0.0000
H -1.765 -0.396 0.882 -0.0007
C -1.843 -2.144 1.967 0.0336
H -0.823 3.863 -2.266 0.0000
H -1.101 -2.688 4.374 0.0013
H 1.056 -1.374 3.564 0.0000
C -2.293 -1.348 0.923 0.0245
C -1.925 -0.839 -5.599 0.0000
C 2.555 -4.871 2.682 0.0001
O 0.736 2.239 -3.870 0.0000
H -2.442 -3.781 4.281 0.0000
H 3.023 -5.793 2.339 0.0000
H -1.652 2.855 -1.052 0.0000
O 2.201 3.795 -2.491 0.0000
C -2.883 -1.553 -6.574 0.0000
C 0.310 0.472 3.466 0.0000
H 2.051 -4.453 1.811 -0.0001
O -0.166 1.484 4.300 0.0000
P 1.612 2.328 -2.457 0.0000
H -2.151 -0.587 -2.465 0.0000
H -2.946 -1.055 -7.542 0.0000
Cl 1.266 -2.650 -0.242 0.2759
H 4.047 3.142 -3.063 0.0000
H 2.401 2.444 -5.204 0.0000
H 0.797 3.962 4.602 0.0000
H -2.342 -1.086 5.840 0.0000
C 1.313 2.492 -5.173 0.0000
H 0.419 -0.708 -2.209 -0.0002
H -1.447 2.997 4.550 0.0000
Cl 3.893 -3.727 3.393 0.0003
H 2.163 -0.122 4.328 0.0000
H 3.519 4.710 -3.679 0.0000
O 0.270 0.553 2.250 -0.0002
C -0.742 2.595 3.823 0.0000
H 4.053 4.495 -1.944 0.0000
C -0.713 3.341 -1.316 0.0000
C -2.188 -2.721 4.302 0.0014
C 3.532 4.066 -2.800 0.0000
Cl 1.357 -5.149 3.956 0.0022
H -1.328 2.517 2.907 0.0000
C -1.456 -0.505 -3.300 0.0001
H 2.397 -1.164 1.238 0.0069
C 2.534 -1.587 0.242 0.0195
H 0.834 1.805 -5.871 0.0000
H 1.055 3.421 2.989 0.0000
C -2.728 -2.060 5.539 0.0028
C -0.211 -1.262 -2.906 0.0000
C 0.267 3.719 3.681 0.0000
H 0.962 3.484 -5.459 0.0000
```

Density functional theory data (ωB97M-V/def2-TZVPD) for a molecular structure, C4H7NO2 in a non-equilibrium geometry.

Its relative energy (zero: lowest compared OMol25 entry of this formula, charge and spin) is 85.8 kcal per mole. As for the spin multiplicity: 2. The charge is -1. The value obtained for the orbital gap (alpha / beta) is 4.229 / 7.919 eV. For the total energy, the calculation gives -9842.47226 eV.

The geometry in XYZ format:
```
14
Properties=species:S:1:pos:R:3:lowdin_spin:R:1
C -1.547 -0.116 -0.474 0.0464
H -0.096 0.413 1.902 0.0206
H -2.456 0.086 0.133 0.0034
N 1.293 0.205 0.415 0.0353
C -0.867 -1.256 0.344 0.4092
O -1.309 0.510 -1.524 0.0252
H -0.182 -1.801 -0.285 0.0635
H 1.533 -0.767 0.577 0.0064
C -0.092 0.511 0.814 0.2772
H 0.935 1.078 -1.396 0.0034
C 1.753 0.624 -0.821 0.0062
H -1.462 -1.346 1.250 0.0427
H -0.284 1.544 0.461 0.0609
O 2.782 0.317 -1.398 -0.0004
```

Density functional theory data (ωB97M-V/def2-TZVPD) for 2 unconnected molecules or ions with the total composition C5H12NOP in a non-equilibrium geometry.

Its relative energy (zero: lowest compared OMol25 entry of this formula, charge and spin) is 31.3 kcal per mole. The value obtained for the orbital gap is 8.990 eV. The SMILES is CCP(C)OC.C#N. For the total energy, the calculation gives -18203.74744 eV.

The geometry in XYZ format:
```
20
Properties=species:S:1:pos:R:3:mulliken_charge:R:1
H 0.430 -0.994 1.888 0.3632
H 2.678 0.714 0.138 0.3293
H -0.913 -2.390 -0.847 0.1954
C -0.422 -0.706 2.353 -1.0574
H 1.826 0.478 1.652 0.3402
H -0.211 1.171 -4.131 0.3147
H 0.444 -2.291 -2.077 0.2025
C 1.840 1.054 0.740 -1.1183
P 0.222 0.703 -0.103 0.2117
C -0.287 -1.652 -1.473 -0.4893
C -0.917 1.426 -3.488 0.0266
H -1.903 0.618 1.093 0.3989
C -0.836 0.487 1.377 -0.6338
N -1.853 1.759 -2.940 -0.3290
H -0.562 1.326 1.930 0.4048
H 1.968 2.133 0.909 0.3329
H -0.223 -0.470 3.399 0.3081
H -1.081 -1.619 2.387 0.2651
H -0.845 -0.943 -2.021 0.2009
O 0.646 -0.803 -0.787 -0.2668
```

Question: Among the records above, which one has the lowest total energy?
Answer: C17H37Cl4O10P

Question: What is the total energy in the second record?
Answer: -9842.47226 eV

Question: What is the total energy in the second record?
Answer: -9842.47226 eV

Question: The lowest total energy belongs to which entry?
Answer: C17H37Cl4O10P